(1)
ORCA calculation (the ωB97M-V functional and the def2-TZVPD basis) on a molecular structure, C25H71BF4N13O13Zn.

Results
* energy relative to the best compared isomer or geometry (same formula, charge and spin): 88.0 kcal per mole
* 2S+1: 2
* gap between HOMO and LUMO (spin up / spin down): 2.83 / 7.90 eV
* strongest force on any atom: 6.3 eV Å⁻¹
* HOMO energy (spin up / spin down): -2.820 / -7.989 eV
* <S²>: 0.751

Positions of all 128 atoms, in Å:
Zn: 3.83721 -2.92904 -0.38903
B: 1.50713 -0.80555 0.45194
F: 0.42951 -0.98912 -0.25552
F: 1.49398 0.57093 0.77385
F: 1.47158 -1.46037 1.67629
F: 2.59868 -1.26643 -0.29847
C: 4.35935 -2.82160 2.83077
O: 3.96533 -3.03411 1.69211
N: 4.46399 -1.68043 3.40784
N: 4.85658 -3.77542 3.64111
H: 4.90634 -1.64755 4.31522
H: 4.21638 -0.83625 2.91170
H: 5.01939 -4.68147 3.22559
H: 5.50099 -3.75334 4.41851
C: 6.15053 -0.75072 -0.00402
O: 5.35639 -1.69390 -0.31723
N: 5.81472 0.30168 0.69326
N: 7.32792 -0.64707 -0.47072
H: 4.87630 0.58242 0.93952
H: 6.61111 0.87919 0.92208
H: 8.12470 -0.04308 -0.32774
H: 7.43738 -1.40184 -1.13286
C: 3.07946 -2.38353 -3.29029
O: 3.68431 -2.50848 -2.28254
N: 3.65487 -2.62524 -4.41259
N: 1.83443 -1.98141 -3.30953
H: 3.29819 -2.62331 -5.35751
H: 4.61576 -2.93296 -4.36676
H: 1.28719 -2.13078 -4.14518
H: 1.47711 -1.52472 -2.48257
C: -0.79634 0.78308 4.37138
O: -1.92272 0.87092 4.86152
N: 0.11218 1.53255 4.83657
N: -0.47370 0.15060 3.30517
H: -0.18142 1.99626 5.68443
H: 1.03463 1.45640 4.43234
H: 0.50828 0.18363 3.07122
H: -1.06122 -0.32769 2.63722
C: 0.98938 -4.36334 -0.01107
O: 2.00848 -3.71251 0.00027
N: -0.14784 -3.82649 -0.17327
N: 1.02903 -5.69544 -0.09731
H: -0.90833 -4.42968 -0.45242
H: -0.13231 -2.81895 -0.24192
H: 0.14897 -6.18045 0.00444
H: 1.85048 -6.27414 -0.19943
C: -9.04349 -4.27074 2.12439
O: -8.41557 -3.26668 2.98582
C: -7.70794 -3.82916 4.03931
C: -6.56754 -2.81839 4.21472
N: -5.31485 -3.06212 3.54570
C: -4.18210 -3.25093 4.47894
C: -3.08641 -3.87237 3.68258
O: -2.93481 -3.25898 2.38673
C: -2.20498 -2.06565 2.55122
H: -10.08214 -3.96814 1.99120
H: -9.34724 -5.11662 2.74110
H: -8.49641 -4.50377 1.21088
H: -7.08243 -4.65019 3.68894
H: -8.16693 -4.15181 4.97382
H: -6.55205 -2.73205 5.30119
H: -6.96673 -1.88533 3.81706
H: -5.14775 -2.36271 2.83647
H: -4.50680 -3.93007 5.26725
H: -3.71601 -2.41845 5.00605
H: -3.32133 -4.93612 3.64565
H: -2.11999 -3.97626 4.17589
H: -2.41781 -1.45075 3.42570
H: -2.53396 -1.56792 1.63901
H: -1.12719 -2.18996 2.65615
C: -2.04152 3.32675 -1.11367
O: -1.10920 4.29133 -0.50240
C: -0.40998 3.91957 0.57614
C: -1.36457 3.51366 1.76348
N: -2.10762 4.54776 2.47279
C: -3.22089 5.33037 1.86456
C: -4.66898 4.72477 2.17884
O: -5.70376 5.31736 1.35543
C: -6.79016 4.39405 1.15219
H: -2.74116 3.73031 -1.84562
H: -2.55430 2.62832 -0.45235
H: -1.27455 2.75910 -1.64058
H: 0.38729 4.65750 0.66519
H: 0.14820 3.00746 0.36500
H: -0.70714 3.22032 2.58192
H: -1.89997 2.61874 1.44637
H: -2.43478 4.21599 3.36889
H: -3.08779 5.55836 0.80701
H: -3.21960 6.26762 2.42103
H: -4.74208 4.69477 3.26597
H: -4.66590 3.66623 1.91887
H: -6.51511 3.45438 0.67316
H: -7.53907 4.85606 0.50894
H: -7.39752 4.25994 2.04730
C: 1.87131 1.38333 -2.69655
O: 1.51235 1.12823 -4.06918
C: 2.17366 1.79003 -5.11101
C: 2.55157 0.80275 -6.18980
N: 3.19068 1.35309 -7.41369
C: 2.34056 2.20345 -8.27233
C: 0.97977 1.63879 -8.64505
O: 0.97788 0.34059 -9.09382
C: 1.40926 0.05290 -10.29993
H: 1.64801 2.34904 -2.24307
H: 2.91001 1.09210 -2.54041
H: 1.33699 0.60822 -2.14719
H: 3.06063 2.32790 -4.77620
H: 1.44959 2.42197 -5.62528
H: 1.72648 0.13717 -6.44342
H: 3.29369 0.19870 -5.66781
H: 3.75280 0.73130 -7.97716
H: 2.77588 2.44815 -9.24121
H: 2.34411 3.19032 -7.80955
H: 0.39767 2.27074 -9.31579
H: 0.39335 1.66944 -7.72675
H: 0.59520 -0.21043 -10.97526
H: 2.05727 -0.82327 -10.32269
H: 1.91059 0.88354 -10.79673
C: 4.02017 3.65202 2.82756
C: 2.57522 3.14134 2.70148
O: 2.39869 1.78090 2.79914
O: 4.86568 3.43245 1.67491
H: 4.56004 3.19088 3.65461
H: 4.08475 4.68524 3.16869
H: 1.98858 3.31184 1.79878
H: 1.99446 3.53603 3.53518
H: 2.50959 1.35837 1.94429
H: 5.73209 3.74574 1.94471

(2)
ORCA calculation (the ωB97M-V functional and the def2-TZVPD basis) on a molecular structure, C25H72BF4IN9O8P5SSi2.

Results
* 2S+1: 1
* gap between HOMO and LUMO: 8.69 eV
* strongest force on any atom: 3.9 eV Å⁻¹
* HOMO energy: -8.343 eV

Positions of all 128 atoms, in Å:
C: -1.11394 -6.95732 -4.32112
C: -0.35325 -5.80693 -4.98211
C: -1.24966 -5.00510 -5.91001
O: -0.49716 -3.95367 -6.51096
C: -1.13154 -2.68589 -6.52314
Si: -0.79362 -1.65875 -4.97922
C: -1.36340 0.09211 -5.14863
B: -0.54187 1.11680 -4.25824
O: 0.82301 1.17694 -4.41272
O: -1.18049 1.93474 -3.34824
O: 0.77051 -1.78559 -4.41765
Si: 2.09541 -1.72907 -5.39762
I: 2.87119 -3.91992 -5.94532
P: 1.79427 -0.46719 -7.28972
O: 1.72848 -1.35140 -8.48708
C: 3.57839 -0.87644 -4.44582
F: 4.73482 -1.46062 -4.92499
F: 3.67497 0.45486 -4.73036
C: 3.66483 -1.06272 -2.93968
F: 3.75247 -2.38912 -2.64974
F: 2.59118 -0.52290 -2.33132
P: -2.10817 -2.52504 -3.30129
S: -2.75921 -1.06544 -2.12343
H: -0.64064 -7.22518 -3.37943
H: -2.14097 -6.66646 -4.10592
H: -1.11814 -7.83097 -4.97099
H: 0.51534 -6.14854 -5.54239
H: 0.02988 -5.10727 -4.23262
H: -2.10879 -4.62516 -5.35188
H: -1.58680 -5.66072 -6.71927
H: -0.89778 -2.16391 -7.45476
H: -2.22399 -2.82313 -6.54681
H: -2.38802 0.12617 -4.76860
H: -1.41257 0.37901 -6.20321
H: 1.25233 1.47505 -3.59722
H: -1.13485 1.58172 -2.45245
H: 0.67410 0.37172 -7.12554
H: 2.91410 0.38694 -7.33690
H: 4.56592 -0.56505 -2.56562
H: -3.22839 -3.15289 -3.87051
H: -1.38687 -3.47027 -2.55306
O: 1.69712 2.48206 -0.65036
P: 1.65034 2.23377 0.80518
N: 0.33968 1.23224 1.11187
C: -0.20465 0.97370 2.43053
C: 0.38073 0.02224 0.29943
N: 1.32653 3.77114 1.51532
C: -0.01470 4.11552 1.97397
C: 1.85981 4.85596 0.69352
N: 2.82278 1.67897 1.90731
C: 3.20450 2.53513 3.03022
C: 4.01627 1.13739 1.23444
H: 0.41530 0.28119 3.01696
H: -1.19269 0.52428 2.31072
H: -0.34004 1.87813 3.00583
H: 1.12198 -0.70715 0.65907
H: 0.62731 0.28400 -0.72102
H: -0.59700 -0.46292 0.28462
H: -0.80147 3.85145 1.25720
H: -0.05402 5.19158 2.15049
H: -0.24129 3.66045 2.93481
H: 1.20951 5.10918 -0.15055
H: 2.83675 4.59573 0.28655
H: 1.98752 5.74045 1.32394
H: 3.61958 3.49850 2.72546
H: 3.95894 2.00586 3.61801
H: 2.36076 2.71372 3.69054
H: 4.62446 1.91837 0.76234
H: 3.71857 0.42630 0.46083
H: 4.63684 0.59931 1.95086
O: -3.96402 -6.62333 -2.32172
P: -4.60197 -6.49016 -0.99834
N: -4.62822 -4.86156 -0.60219
C: -4.93035 -4.35196 0.72308
C: -5.24556 -4.03139 -1.63104
N: -3.52553 -7.28391 0.09559
C: -2.61078 -6.50973 0.92917
C: -2.79365 -8.35692 -0.57660
N: -6.07800 -7.06178 -0.38218
C: -6.09761 -7.96718 0.76706
C: -6.96940 -7.56520 -1.44518
H: -6.00358 -4.38788 0.95558
H: -4.60770 -3.30995 0.76889
H: -4.39659 -4.87866 1.50046
H: -6.34213 -4.11077 -1.64424
H: -4.86875 -4.33244 -2.60773
H: -4.97402 -2.98629 -1.47439
H: -2.09418 -5.71082 0.38390
H: -1.85912 -7.18440 1.34147
H: -3.11374 -6.07827 1.79004
H: -1.94222 -7.98925 -1.15896
H: -3.44224 -8.90600 -1.25819
H: -2.43173 -9.06204 0.17556
H: -5.57336 -8.91066 0.59861
H: -7.14647 -8.18519 0.97989
H: -5.68360 -7.48508 1.64864
H: -6.62318 -8.51458 -1.86863
H: -7.03335 -6.83856 -2.25675
H: -7.97610 -7.70547 -1.05200
O: 2.30427 5.26880 5.33529
P: 2.60370 6.68469 5.60316
N: 1.64069 7.61642 4.58639
C: 1.84710 9.03794 4.37662
C: 0.21668 7.31223 4.68801
N: 4.24475 6.89588 5.09658
C: 4.55552 7.50416 3.80644
C: 4.99994 5.65264 5.24791
N: 2.64301 7.59665 7.03415
C: 3.87978 8.25430 7.45762
C: 2.03016 6.87946 8.16933
H: 1.49533 9.64664 5.22122
H: 1.28845 9.33950 3.48808
H: 2.88182 9.28338 4.19035
H: -0.23257 7.72693 5.60175
H: 0.06275 6.23433 4.68312
H: -0.30991 7.73033 3.82852
H: 3.94121 7.11830 2.98398
H: 5.60292 7.30844 3.57215
H: 4.46555 8.58625 3.83442
H: 4.82858 4.94995 4.42558
H: 4.73420 5.14306 6.17343
H: 6.06541 5.89042 5.29553
H: 4.70962 7.56678 7.63608
H: 3.65617 8.77902 8.38904
H: 4.19015 9.00247 6.73308
H: 2.64825 6.04667 8.52237
H: 1.05839 6.47701 7.87888
H: 1.86477 7.56688 8.99863